(1)
Formula: C5H8O
Source: OMol25
Level of theory: ωB97M-V with the def2-TZVPD basis set

Geometry as XYZ:
```
14
C5H8O | OMol25 | ωB97M-V with the def2-TZVPD basis set
C -0.57 -1.93 -0.18
C 0.74 -2.11 -0.07
C -0.92 1.27 -0.05
C 0.40 1.57 -0.72
O 1.02 1.64 0.63
C -0.21 1.32 1.09
H -1.07 -1.90 -1.14
H -1.21 -1.80 0.69
H 1.23 -2.12 0.90
H 1.38 -2.24 -0.94
H 0.94 0.75 -1.22
H 0.47 2.49 -1.31
H -0.45 1.15 2.13
H -1.76 1.93 0.17
```

2S+1: 1
Electronic energy, a.u.: -270.39824
E_LUMO, eV: 1.1166
Gap between HOMO and LUMO, eV: 9.8

Mulliken atomic charge list, values in e, 2 entries:
1. C -0.462
2. C -0.512

(2)
Formula: C28H45Br2CsO19
Source: OMol25
Level of theory: ωB97M-V with the def2-TZVPD basis set

Geometry as XYZ:
```
95
C28H45Br2CsO19 | OMol25 | ωB97M-V with the def2-TZVPD basis set
Cs 2.41 -2.69 -3.31
C 1.18 -0.93 -0.08
C 1.10 0.30 -1.00
O 2.04 0.41 -1.99
H 1.95 -0.83 0.68
H 1.39 -1.84 -0.65
H 0.18 -1.03 0.35
H 1.07 1.18 -0.34
H 0.05 0.27 -1.39
Br -2.18 0.45 5.80
C -1.61 -0.45 4.15
C -0.13 -0.32 3.89
Br 0.43 1.56 3.58
H -2.15 -0.02 3.31
H -1.86 -1.50 4.25
H 0.16 -0.86 2.99
H 0.54 -0.68 4.67
C -0.21 -0.36 -5.15
C -1.38 -1.23 -4.67
C -2.24 -1.67 -5.84
O -2.54 -3.04 -5.61
C -1.55 -3.53 -4.82
O -1.45 -4.68 -4.53
O -0.91 -2.51 -4.23
H -0.62 0.51 -5.67
H 0.39 -0.85 -5.93
H 0.46 -0.02 -4.36
H -1.97 -0.68 -3.94
H -1.71 -1.57 -6.80
H -3.10 -1.00 -5.92
C 3.48 -3.33 1.54
C 2.11 -3.38 2.21
C 1.67 -4.82 2.46
O 1.16 -4.82 3.79
C 1.54 -3.69 4.41
O 1.34 -3.46 5.56
O 2.16 -2.88 3.55
H 4.17 -4.04 1.99
H 3.91 -2.33 1.71
H 3.31 -3.41 0.47
H 1.34 -2.81 1.71
H 2.50 -5.53 2.48
H 0.92 -5.14 1.74
C -0.03 5.72 -1.56
C -0.23 4.60 -0.54
C 0.73 4.53 0.65
O -0.09 4.66 1.79
C -1.34 4.97 1.44
O -2.18 5.33 2.20
O -1.50 4.83 0.11
H -0.58 5.47 -2.47
H 1.01 5.82 -1.86
H -0.49 6.64 -1.20
H -0.27 3.62 -1.01
H 1.48 5.33 0.61
H 1.29 3.60 0.75
C -2.39 1.65 0.12
C -3.88 1.91 0.08
C -4.39 2.67 1.32
O -5.35 3.55 0.80
C -4.99 3.86 -0.46
O -5.37 4.76 -1.12
O -4.09 2.94 -0.90
H -1.85 2.57 0.34
H -2.00 1.34 -0.85
H -2.06 0.89 0.83
H -4.52 1.06 -0.15
H -3.57 3.19 1.81
H -4.78 1.94 2.04
C 5.26 0.40 -0.27
C 4.55 1.46 0.59
C 4.43 0.98 2.04
O 4.99 2.09 2.77
C 5.55 2.98 1.92
O 6.14 3.96 2.24
O 5.42 2.58 0.63
H 6.22 0.07 0.13
H 5.37 0.79 -1.28
H 4.65 -0.51 -0.38
H 3.60 1.62 0.07
H 5.00 0.07 2.24
H 3.39 0.89 2.34
C -3.48 -2.00 -1.35
C -2.86 -3.13 -0.54
C -1.49 -3.53 -1.06
O -0.75 -3.76 0.17
C -1.38 -3.11 1.17
O -1.00 -3.03 2.29
O -2.51 -2.54 0.72
H -2.80 -1.17 -1.54
H -4.34 -1.58 -0.83
H -3.83 -2.38 -2.31
H -3.49 -4.01 -0.41
H -0.96 -2.84 -1.71
H -1.58 -4.51 -1.52
```

2S+1: 1
Electronic energy, a.u.: -7691.68870
E_LUMO, eV: -1.3512
Gap between HOMO and LUMO, eV: 6.2

Mulliken atomic charge list, values in e, 2 entries:
1. Cs 1.096
2. C 1.198

(3)
Formula: C19H31F9OP2Ti
Source: OMol25
Level of theory: ωB97M-V with the def2-TZVPD basis set

Geometry as XYZ:
```
63
C19H31F9OP2Ti | OMol25 | ωB97M-V with the def2-TZVPD basis set
P -2.72 0.07 -0.20
P 1.64 0.35 1.12
C -0.92 0.48 -0.61
C 0.47 -0.25 -0.24
H -0.81 1.56 -0.63
H -1.01 0.18 -1.65
H 0.33 -1.35 -0.13
H 1.07 -0.09 -1.13
C 2.25 1.92 0.48
H 2.38 2.60 1.34
H 1.54 2.37 -0.24
H 3.23 1.74 -0.01
C 3.03 -0.75 1.43
H 3.79 -0.60 0.65
H 2.70 -1.80 1.46
H 3.42 -0.47 2.43
C -3.74 1.08 -1.26
H -4.62 1.37 -0.68
H -4.05 0.53 -2.15
H -3.18 1.97 -1.57
C -3.21 -1.63 -0.49
H -2.54 -2.37 0.01
H -3.24 -1.86 -1.56
H -4.22 -1.77 -0.08
Ti -0.57 -0.45 1.48
C 2.27 -1.64 -2.25
C 2.32 -0.32 -2.57
C 1.87 0.22 -3.89
C 0.52 -0.33 -4.46
C -0.50 -0.74 -3.46
C -0.55 -1.95 -2.86
C 0.39 -3.05 -3.27
C 1.89 -2.70 -3.23
C -3.00 0.60 1.50
H 2.59 -1.98 -1.27
H 2.86 0.40 -1.95
H 2.64 0.04 -4.66
H 1.80 1.31 -3.81
H 0.09 0.51 -5.03
H 0.75 -1.12 -5.18
H -1.37 -0.07 -3.47
H -1.36 -2.26 -2.21
H 0.16 -3.38 -4.30
H 0.20 -3.92 -2.63
H 2.43 -3.62 -2.96
H 2.21 -2.41 -4.24
H -2.49 -0.04 2.26
H -4.06 0.54 1.75
H -2.70 1.64 1.57
F 2.24 1.61 3.50
C 1.20 2.21 4.15
F 1.59 2.39 5.43
F 1.03 3.41 3.56
C -0.09 1.36 4.02
O -0.37 0.89 2.75
C 0.08 0.18 5.00
F -0.10 0.58 6.29
F -0.85 -0.79 4.70
F 1.31 -0.41 4.89
C -1.22 2.28 4.54
F -0.88 3.07 5.59
F -1.62 3.10 3.52
F -2.31 1.57 4.90
```

2S+1: 3
⟨S²⟩: 2.063
Electronic energy, a.u.: -3248.46880
E_LUMO (spin up / spin down), eV: 0.2721 / 0.2028
Gap between HOMO and LUMO (spin up / spin down), eV: 4.4 / 4.1

Mulliken atomic charge list, values in e, 2 entries:
1. P 1.743
2. P 1.166